Entry 1:
Formula: C19H50AlCl2LiNO7S
Source: the Open Molecules 2025 dataset
Level of theory: ωB97M-V/def2-TZVPD

The geometry in XYZ format:
```
82
Properties=species:S:1:pos:R:3
O 1.12 -1.47 -1.86
C 0.80 -2.20 -3.03
C 0.36 -3.68 -2.80
C 0.42 -4.17 -1.36
S 1.80 -5.28 -1.05
H 1.96 -1.82 -1.51
H 1.64 -2.21 -3.73
H 0.00 -1.66 -3.52
H -0.65 -3.84 -3.17
H 1.00 -4.31 -3.41
H 0.35 -3.39 -0.61
H -0.45 -4.82 -1.21
H 1.57 -6.27 -1.93
H 3.04 -4.58 -1.37
Cl 4.33 -3.46 -1.06
C -0.84 -1.28 3.38
C -0.17 -2.31 2.51
O -0.63 -2.60 1.45
C 1.13 -2.94 3.01
H -1.73 -0.94 2.87
H -1.13 -1.71 4.35
H -0.16 -0.44 3.53
H 0.93 -3.49 3.95
H 1.89 -2.17 3.16
H 1.49 -3.65 2.25
O 4.34 -0.57 -2.36
H 3.38 -0.58 -2.52
C -0.70 4.99 2.95
C -0.67 5.04 1.44
N 0.56 4.44 0.80
C 1.76 5.21 1.31
C 0.53 4.71 -0.69
C -0.57 4.04 -1.50
C 0.82 2.99 1.15
C -0.29 1.98 0.93
O -1.43 2.27 1.71
C -2.65 1.79 1.14
H 0.08 5.60 3.40
H -1.66 5.40 3.27
H -0.62 3.97 3.34
H -0.69 6.09 1.13
H -1.54 4.55 1.02
H 1.59 6.27 1.12
H 2.64 4.87 0.77
H 1.89 5.02 2.37
H 1.51 4.40 -1.08
H 0.45 5.79 -0.80
H -0.31 3.02 -1.77
H -0.69 4.57 -2.44
H -1.54 4.04 -1.00
H 1.09 2.99 2.21
H 1.70 2.70 0.57
H 0.09 1.00 1.24
H -0.54 1.89 -0.13
H -2.48 0.95 0.47
H -3.14 2.60 0.60
H -3.30 1.47 1.96
C 6.48 -0.55 0.72
O 6.68 -1.52 -0.28
H 6.70 -1.00 1.68
H 7.15 0.31 0.56
H 5.44 -0.20 0.71
H 6.47 -1.12 -1.13
Li 2.60 -4.04 4.41
C -2.83 -6.09 -0.57
O -1.91 -6.64 -1.35
H -2.45 -5.44 0.26
H -3.55 -5.40 -1.09
H -3.52 -6.79 -0.05
C -2.99 -1.69 -2.02
C -4.20 -1.82 -2.98
C -4.33 -0.49 -3.76
O -5.30 -2.00 -2.25
H -3.12 -0.87 -1.31
H -2.84 -2.61 -1.44
H -2.07 -1.50 -2.58
H -3.93 -2.59 -3.72
H -4.49 0.36 -3.09
H -5.16 -0.53 -4.46
H -3.42 -0.30 -4.33
Al -1.71 5.76 5.36
Cl -1.37 7.91 3.26
```

The total energy comes out at -78996.751 eV. Its charge is +1.


Entry 2:
Formula: C19H50Br2F5NO10
Source: the Open Molecules 2025 dataset
Level of theory: ωB97M-V/def2-TZVPD

The geometry in XYZ format:
```
87
Properties=species:S:1:pos:R:3
C 0.05 -3.11 2.37
C -0.53 -2.64 0.91
C -1.44 -1.23 0.99
N -2.21 -1.18 -0.29
C -3.46 -0.37 -0.27
F -3.90 0.17 1.04
F -3.24 0.82 -1.17
C -4.71 -1.22 -0.98
F -5.80 -0.20 -1.23
F -5.16 -2.38 -0.17
F -4.22 -1.60 -2.35
C -0.48 0.06 1.32
O -1.17 1.38 1.14
C -1.62 1.91 2.44
C 1.01 0.00 0.63
Br 2.56 -0.68 1.77
C 1.38 0.44 -0.74
C 2.96 0.30 -1.26
Br 0.02 1.20 -1.98
H 1.18 -3.44 2.21
H -0.55 -4.02 2.81
H 0.08 -2.18 3.10
H -1.32 -3.47 0.59
H 0.26 -2.61 0.05
H -2.11 -1.40 1.96
H -1.63 -1.07 -1.14
H -0.28 0.00 2.49
H -0.71 2.34 3.06
H -2.20 1.06 3.00
H -2.42 2.77 2.21
H 3.73 0.79 -0.49
H 3.07 0.87 -2.29
H 3.20 -0.86 -1.42
C 1.39 4.53 4.00
O 1.47 3.12 4.10
H 0.76 4.78 3.15
H 0.94 4.93 4.91
H 2.39 4.94 3.86
H 2.03 2.92 4.87
C 2.89 5.19 7.19
O 2.97 3.79 7.29
H 2.26 5.45 6.33
H 2.44 5.60 8.10
H 3.89 5.61 7.04
H 3.53 3.59 8.06
C -2.76 1.85 -4.62
O -2.01 2.57 -3.67
H -2.12 1.62 -5.48
H -3.12 0.92 -4.18
H -3.61 2.46 -4.96
H -2.60 2.77 -2.92
C 2.98 -5.60 0.43
O 1.72 -5.22 0.95
H 3.18 -5.02 -0.47
H 3.76 -5.40 1.17
H 2.97 -6.67 0.19
H 1.57 -5.75 1.75
C 4.26 -0.31 -4.70
O 3.87 -1.08 -3.58
H 4.18 0.75 -4.44
H 5.30 -0.54 -4.96
H 3.60 -0.53 -5.54
H 3.96 -2.02 -3.83
C -5.51 4.32 -3.20
O -5.43 2.91 -3.10
H -6.14 4.58 -4.05
H -5.96 4.72 -2.29
H -4.51 4.73 -3.34
H -4.87 2.71 -2.33
C 5.95 -6.30 3.46
O 4.68 -5.92 3.98
H 6.15 -5.72 2.55
H 6.72 -6.09 4.20
H 5.93 -7.36 3.21
H 4.53 -6.45 4.78
C 3.48 3.64 -4.02
O 4.00 2.66 -3.14
H 3.63 3.31 -5.05
H 2.41 3.76 -3.84
H 4.00 4.58 -3.87
H 3.84 2.98 -2.24
C -7.57 -3.13 -3.51
O -7.87 -1.75 -3.33
H -8.19 -3.52 -4.32
H -6.51 -3.24 -3.76
H -7.79 -3.67 -2.58
H -7.31 -1.43 -2.60
```

The total energy comes out at -196139.763 eV. The SMILES is CC[C@H](NC(F)(F)C(F)(F)F)[C@H](OC)/C(Br)=C(/C)Br.CO.CO.CO.CO.CO.CO.CO.CO.CO.


Entry 3:
Formula: C19H51BFNO12S
Source: the Open Molecules 2025 dataset
Level of theory: ωB97M-V/def2-TZVPD

The geometry in XYZ format:
```
86
Properties=species:S:1:pos:R:3
C -3.79 3.83 0.54
O -3.67 3.23 -0.77
B -3.04 1.94 -0.75
O -3.89 0.81 -1.09
N -1.62 1.63 -0.38
C -1.43 1.33 1.08
C -0.80 -0.11 1.40
C 0.78 -0.21 1.23
C 1.60 0.35 2.50
O 2.39 -0.73 3.08
C 3.77 -0.61 2.76
C 4.79 0.34 3.59
O 4.29 -1.28 1.83
S -0.46 2.70 -1.03
O -0.02 2.14 -2.37
O 0.81 2.80 -0.20
F -0.97 4.26 -1.28
H -3.83 4.97 0.38
H -2.91 3.64 1.24
H -4.78 3.55 1.04
H -4.55 0.67 -0.38
H -0.88 2.20 1.61
H -2.49 1.33 1.55
H -1.05 -0.32 2.51
H -1.33 -0.90 0.76
H 1.13 0.31 0.27
H 1.04 -1.32 1.09
H 0.89 0.72 3.33
H 2.33 1.19 2.22
H 4.47 1.43 3.53
H 4.88 -0.04 4.67
H 5.83 0.24 3.13
C 0.77 -3.71 5.31
C 0.21 -2.32 5.55
O -1.21 -2.38 5.64
H 0.36 -4.13 4.39
H 1.86 -3.68 5.23
H 0.49 -4.38 6.12
H 0.47 -1.66 4.73
H 0.60 -1.89 6.48
H -1.44 -2.96 6.38
C -1.36 -1.81 -3.02
C -0.27 -1.85 -1.96
O 0.32 -0.56 -1.81
H -0.94 -1.48 -3.98
H -1.81 -2.79 -3.16
H -2.14 -1.09 -2.75
H 0.51 -2.55 -2.25
H -0.69 -2.16 -1.00
H -0.39 0.05 -1.55
C -4.90 -1.91 -5.59
C -4.01 -3.12 -5.40
O -3.84 -3.39 -4.01
H -4.47 -1.04 -5.10
H -5.03 -1.70 -6.66
H -5.88 -2.08 -5.15
H -3.02 -2.94 -5.83
H -4.43 -4.01 -5.87
H -4.71 -3.56 -3.63
C 3.88 5.33 -1.50
C 4.44 5.07 -0.12
O 3.40 4.66 0.76
H 3.11 6.10 -1.47
H 4.67 5.65 -2.19
H 3.41 4.43 -1.91
H 4.89 5.98 0.29
H 5.21 4.29 -0.14
H 3.01 3.85 0.40
C 1.84 3.81 4.96
C 2.35 2.57 5.67
O 3.67 2.26 5.23
H 1.84 3.66 3.88
H 0.83 4.06 5.29
H 2.49 4.67 5.16
H 1.71 1.71 5.45
H 2.37 2.72 6.76
H 4.23 3.01 5.44
C -0.67 -4.68 -6.97
C -1.31 -6.05 -6.88
O -1.42 -6.45 -5.52
H 0.32 -4.69 -6.52
H -0.58 -4.36 -8.02
H -1.26 -3.94 -6.43
H -0.71 -6.79 -7.40
H -2.32 -6.04 -7.32
H -1.96 -5.79 -5.06
```

The total energy comes out at -60816.001 eV. The SMILES is COB(O)N(CCCCOC(C)=O)S(=O)(=O)F.CCO.CCO.CCO.CCO.CCO.CCO.


Entry 4:
Formula: C19H53Be2N4O9
Source: the Open Molecules 2025 dataset
Level of theory: ωB97M-V/def2-TZVPD

The geometry in XYZ format:
```
87
Properties=species:S:1:pos:R:3
Be -2.42 -2.88 1.66
Be 1.92 -0.36 3.51
O -0.69 1.44 0.34
C -0.39 0.22 0.83
O 0.76 -0.06 1.22
O -1.33 -0.60 0.92
H -1.63 1.28 0.19
C -3.72 1.29 -2.66
C -3.82 0.11 -1.67
C -4.34 0.56 -0.29
O -3.43 1.57 0.15
C -3.73 2.21 1.39
N -4.68 -0.87 -2.22
H -4.57 1.97 -2.60
H -3.58 0.96 -3.69
H -2.79 1.81 -2.45
H -2.82 -0.25 -1.44
H -4.46 -0.32 0.34
H -5.33 1.01 -0.26
H -4.21 1.55 2.10
H -4.32 3.08 1.08
H -2.85 2.58 1.92
H -4.36 -1.00 -3.17
H -5.59 -0.47 -2.41
C 2.47 2.20 -1.48
C 1.42 2.42 -2.53
C 0.90 1.12 -3.09
O -0.01 1.30 -4.18
C -0.82 0.20 -4.45
N 0.33 3.23 -2.02
H 2.76 3.21 -1.18
H 3.35 1.71 -1.89
H 2.09 1.60 -0.65
H 1.83 3.05 -3.32
H 0.40 0.56 -2.30
H 1.58 0.33 -3.43
H -1.12 -0.37 -3.56
H -0.27 -0.46 -5.12
H -1.80 0.47 -4.83
H -0.07 2.65 -1.30
H -0.45 3.23 -2.67
C 5.13 -2.47 4.72
C 5.15 -1.02 4.17
C 5.12 -0.79 2.63
O 3.84 -0.98 2.05
C 3.81 -0.65 0.67
N 4.06 -0.22 4.84
H 6.07 -2.95 4.47
H 4.36 -3.05 4.21
H 4.94 -2.51 5.80
H 6.07 -0.58 4.54
H 5.92 -1.32 2.12
H 5.29 0.27 2.51
H 4.09 0.39 0.51
H 2.85 -0.85 0.19
H 4.57 -1.22 0.13
H 4.37 0.73 4.70
H 4.23 -0.43 5.81
C -4.18 -4.72 -2.33
C -3.30 -4.29 -1.17
C -1.95 -3.75 -1.71
O -1.20 -3.59 -0.50
C 0.16 -3.20 -0.79
N -3.98 -3.20 -0.59
H -5.12 -5.08 -1.92
H -3.68 -5.44 -2.98
H -4.59 -3.95 -2.98
H -3.15 -5.13 -0.50
H -1.97 -2.79 -2.22
H -1.40 -4.50 -2.28
H 0.87 -3.97 -1.09
H 0.71 -2.74 0.04
H 0.24 -2.41 -1.54
H -4.93 -3.52 -0.42
H -4.25 -2.57 -1.33
C 3.42 2.52 2.01
O 3.08 2.07 3.34
H 4.47 2.41 1.73
H 2.73 2.13 1.27
H 3.26 3.60 1.97
H 3.58 2.66 3.90
C 0.33 4.64 1.93
O -0.47 3.53 2.17
H 1.17 4.29 1.33
H -0.22 5.46 1.46
H 0.71 5.02 2.88
H -0.39 2.89 1.46
```

The energy above the lowest of the compared OMol25 structures with the same formula, charge and spin is 8.2 kcal per mole. Its charge is +3.


Entry 5:
Formula: C19H53Br4O20P5
Source: the Open Molecules 2025 dataset
Level of theory: ωB97M-V/def2-TZVPD

The geometry in XYZ format:
```
101
Properties=species:S:1:pos:R:3
C 16.21 8.95 8.91
O 15.76 10.15 8.27
P 16.61 11.43 8.23
O 18.05 11.24 8.26
O 16.08 12.20 6.99
C 14.72 12.56 6.84
O 16.07 12.17 9.45
C 16.45 13.42 10.00
H 15.96 9.02 9.99
H 17.29 8.83 8.77
H 15.76 8.07 8.43
H 14.49 13.41 7.50
H 14.09 11.71 7.09
H 14.56 12.84 5.81
H 15.91 13.53 10.95
H 16.21 14.28 9.35
H 17.53 13.46 10.20
C 12.51 17.65 12.84
O 11.29 18.29 12.63
P 10.18 17.43 11.91
O 10.51 16.83 10.63
O 8.91 18.33 11.84
C 8.47 19.01 13.00
O 9.89 16.36 13.02
C 9.26 15.12 12.61
H 13.34 18.35 12.96
H 12.76 16.94 12.05
H 12.53 17.12 13.80
H 7.42 19.30 12.94
H 9.07 19.92 13.12
H 8.53 18.45 13.95
H 9.63 14.78 11.65
H 8.19 15.29 12.59
H 9.44 14.39 13.41
C 16.12 13.14 14.21
O 14.90 13.18 14.87
P 13.81 14.16 14.33
O 13.67 14.06 12.89
O 14.20 15.63 14.84
C 14.51 15.90 16.14
O 12.57 13.76 15.18
C 11.82 12.60 15.00
H 16.64 14.11 14.19
H 16.06 12.81 13.18
H 16.73 12.44 14.77
H 13.67 16.37 16.65
H 15.45 16.43 16.23
H 14.70 14.98 16.72
H 11.76 12.05 15.94
H 12.20 11.88 14.26
H 10.78 12.82 14.69
C 15.00 19.49 15.24
O 15.92 20.33 15.86
P 17.06 21.05 15.03
O 16.77 21.23 13.60
O 17.20 22.38 15.86
C 16.14 23.33 15.82
O 18.34 20.26 15.35
C 18.84 20.04 16.68
H 15.34 19.18 14.25
H 14.04 20.01 15.13
H 14.79 18.61 15.85
H 15.65 23.32 14.85
H 16.64 24.29 16.00
H 15.42 23.08 16.62
H 19.57 20.83 16.93
H 19.31 19.05 16.76
H 17.99 20.10 17.36
C 20.07 12.33 15.06
O 20.37 13.34 14.10
P 19.96 13.35 12.62
O 18.63 12.87 12.29
O 20.20 14.89 12.24
C 21.34 15.63 12.52
O 21.12 12.56 11.93
C 20.98 12.09 10.61
H 19.30 11.61 14.73
H 19.61 12.80 15.93
H 20.97 11.76 15.25
H 21.16 16.42 13.25
H 21.81 15.99 11.60
H 22.11 15.02 13.01
H 21.72 12.63 10.00
H 19.97 12.39 10.26
H 21.10 11.00 10.62
Br 18.19 16.79 14.50
C 17.70 17.44 12.76
C 16.49 16.66 12.27
Br 16.05 17.41 10.53
H 18.59 17.33 12.14
H 17.49 18.50 12.86
H 15.61 16.70 12.90
H 16.80 15.62 12.16
Br 19.66 18.40 9.65
C 18.80 17.43 8.25
C 19.02 15.96 8.46
Br 18.20 14.95 7.06
H 19.19 17.85 7.33
H 17.72 17.62 8.28
H 18.57 15.60 9.39
H 20.06 15.66 8.51
```

The energy above the lowest of the compared OMol25 structures with the same formula, charge and spin is 5.1 kcal per mole. The SMILES is COP(=O)(OC)OC.COP(=O)(OC)OC.COP(=O)(OC)OC.COP(=O)(OC)OC.COP(=O)(OC)OC.BrCCBr.BrCCBr.


Molecular weight in g/mol, matching the order above: 541.5 707.4 547.5 499.7 1076.1